No. 1
DFT (ωB97M-V/def2-TZVPD) results for one molecule with the formula C20H16ClN5O4 at a distorted geometry.

- F_max (eV/Å) = 1.2
- SMILES = COc1cccc(-c2nc(C(N)=O)c3[nH]c(=O)n(-c4cccc(Cl)c4)c3n2)c1OC
- Kohn-Sham gap (eV) = 8.5

Each line ends with the Löwdin charge.
Element x y z (Å)
C 4.07793 1.96773 2.12133  -0.07
O 3.00219 2.88671 2.03608  -0.11
C 2.29953 2.86196 0.85069  -0.21
C 2.28310 4.02260 0.08750  0.00
C 1.61742 4.06320 -1.12378  -0.07
C 0.97009 2.93564 -1.58656  -0.03
C 0.93158 1.77741 -0.81592  -0.08
C 0.20558 0.60666 -1.32672  -0.25
N 0.28237 0.39272 -2.63286  0.18
C -0.34155 -0.66259 -3.16285  -0.11
C -0.25297 -0.91709 -4.63139  -0.48
N 0.49316 -0.01202 -5.28341  0.18
O -0.81820 -1.86319 -5.14732  0.06
C -1.05505 -1.50719 -2.33443  -0.08
N -1.78322 -2.64558 -2.50468  0.21
C -2.29080 -3.06713 -1.29543  -0.43
O -2.97939 -4.03354 -1.10393  0.11
N -1.85387 -2.13450 -0.33420  0.13
C -2.15840 -2.18406 1.03901  -0.16
C -2.40682 -3.39814 1.66995  0.00
C -2.69693 -3.41449 3.02241  -0.06
C -2.73095 -2.24302 3.75886  -0.11
C -2.47937 -1.04233 3.11518  -0.66
Cl -2.51555 0.43426 4.01376  0.69
C -2.20225 -0.99643 1.76083  -0.05
C -1.09857 -1.17573 -0.95818  -0.16
N -0.48572 -0.13255 -0.44977  0.23
C 1.58590 1.73183 0.42190  -0.16
O 1.57412 0.56274 1.14078  -0.11
C 0.97691 0.65258 2.42455  -0.06
H 4.46381 2.05435 3.13556  0.09
H 4.86509 2.23384 1.40752  0.10
H 3.76056 0.93977 1.93315  0.09
H 2.81675 4.88289 0.46130  0.12
H 1.62065 4.96900 -1.71023  0.10
H 0.45942 2.93951 -2.53664  0.11
H 0.63653 -0.08703 -6.27581  0.12
H 0.93028 0.71953 -4.74678  0.09
H -1.92475 -3.09564 -3.39741  0.16
H -2.38662 -4.31493 1.10539  0.11
H -2.89314 -4.35611 3.51149  0.11
H -2.94983 -2.25756 4.81454  0.10
H -2.00990 -0.05840 1.26851  0.10
H 1.02464 -0.35038 2.84427  0.10
H 1.50349 1.35426 3.07619  0.09
H -0.06728 0.96041 2.33757  0.07

Cartesian forces, eV/Å:
C 0.3 -0.2 0.0
O -0.5 0.1 -0.2
C 0.1 0.0 0.0
C 0.0 -0.2 0.2
C 0.0 0.0 0.0
C 0.0 -0.1 0.1
C 0.2 0.3 0.3
C 0.0 -0.1 -0.4
N 0.2 0.1 0.0
C -0.5 -0.6 0.6
C 0.2 0.3 -0.1
N 0.1 0.1 -0.1
O -0.2 -0.3 0.0
C 0.4 0.7 0.0
N 0.1 0.0 -0.2
C -0.3 -0.4 -0.2
O -0.1 -0.2 0.1
N 0.1 0.1 -0.1
C -0.2 -0.1 0.6
C 0.1 -0.1 -0.1
C 0.0 0.1 0.0
C 0.0 0.1 0.0
C 0.0 -0.3 -0.1
Cl 0.0 0.2 0.1
C -0.1 0.0 0.0
C 0.6 0.5 -0.9
N -0.4 -0.5 0.1
C 0.0 0.0 0.0
O 0.5 0.4 -0.3
C -0.2 0.0 0.2
H 0.0 0.0 -0.1
H 0.0 0.0 0.0
H 0.0 0.1 0.0
H 0.1 0.1 0.1
H 0.0 0.1 0.0
H 0.0 0.0 -0.1
H -0.1 -0.1 0.1
H 0.0 0.0 0.0
H -0.1 0.0 0.1
H 0.0 0.0 0.0
H 0.0 -0.1 0.0
H 0.0 0.0 0.1
H 0.0 0.1 0.1
H -0.1 0.0 0.0
H 0.0 0.0 -0.1
H 0.0 0.0 0.0

No. 2
DFT (ωB97M-V/def2-TZVPD) results for a 2-piece molecular cluster, C20H16F2O2 overall at a distorted geometry.

- F_max (eV/Å) = 1.1
- Kohn-Sham gap (eV) = 2.5

Each line ends with the Löwdin charge.
Element x y z (Å)
F -4.24961 4.82522 -1.83400  0.04
C -3.98082 3.47505 -1.78903  -0.24
C -5.06020 2.59656 -1.81197  0.01
C -4.77493 1.22233 -1.76124  -0.06
C -3.46702 0.77945 -1.69915  -0.01
C -2.35415 1.67823 -1.69246  -0.18
C -1.06268 1.08929 -1.65823  0.06
C 0.22804 1.67912 -1.70487  -0.18
C 1.34299 0.78223 -1.68497  -0.02
C 2.65068 1.22745 -1.73956  -0.06
C 2.93429 2.60166 -1.79793  0.01
C 1.85308 3.47825 -1.80704  -0.24
F 2.12027 4.82863 -1.85352  0.04
C 0.52526 3.07496 -1.77489  0.07
C -2.65359 3.07478 -1.71824  0.07
H -6.07955 2.96604 -1.85990  0.12
H -5.59045 0.49976 -1.77108  0.11
H -3.23512 -0.28386 -1.64527  0.12
H -1.06275 -0.00272 -1.59725  0.11
H 1.11406 -0.28191 -1.62701  0.12
H 3.46761 0.50634 -1.73564  0.11
H 3.95368 2.97243 -1.83403  0.12
H -0.25633 3.82135 -1.80430  0.09
H -1.87465 3.82354 -1.68104  0.09
C 3.85577 -3.66371 4.01004  -0.06
O 2.87427 -4.40010 3.23649  -0.08
C 1.84803 -3.69521 2.70810  -0.28
C 0.88353 -4.41180 1.94540  -0.02
C -0.16069 -3.75837 1.36475  -0.01
C -0.33403 -2.30113 1.45559  -0.45
O -1.23876 -1.67595 0.85421  -0.04
C 0.65811 -1.63229 2.29460  -0.01
C 1.70170 -2.29509 2.87802  -0.05
H 4.57504 -4.41562 4.32596  0.09
H 4.34454 -2.89783 3.39527  0.09
H 3.39004 -3.18688 4.88134  0.09
H 1.00994 -5.48900 1.84273  0.12
H -0.89103 -4.31345 0.78186  0.11
H 0.56733 -0.55847 2.43324  0.11
H 2.42814 -1.73931 3.47499  0.10

Cartesian forces, eV/Å:
F 0.3 -1.1 0.1
C 0.2 0.6 0.0
C 0.4 -0.4 0.0
C -0.1 0.3 0.0
C 0.6 0.1 0.0
C -1.0 0.3 0.1
C 0.1 -0.1 0.1
C 0.8 0.2 0.0
C -0.5 0.0 0.0
C 0.1 0.3 0.0
C -0.4 -0.5 0.0
C -0.3 0.6 0.0
F -0.3 -1.1 0.0
C 0.5 -0.3 0.0
C -0.4 -0.4 -0.1
H 0.2 0.0 0.0
H 0.2 0.2 0.0
H -0.2 0.2 0.0
H 0.0 0.3 0.0
H 0.2 0.2 0.0
H -0.2 0.2 0.0
H -0.2 0.0 0.0
H 0.5 -0.1 0.0
H -0.5 -0.1 0.0
C -0.6 -0.4 -0.4
O 0.5 0.4 0.4
C -0.4 0.7 -0.2
C 0.7 0.1 0.5
C -0.4 0.7 -0.3
C 0.8 -0.4 0.4
O -0.1 0.1 -0.1
C -0.7 0.1 -0.6
C 0.5 -0.8 0.2
H 0.0 0.1 0.0
H -0.1 -0.2 0.1
H 0.1 -0.1 -0.1
H 0.0 0.2 0.0
H 0.1 0.1 0.1
H -0.1 -0.1 -0.1
H -0.3 -0.2 -0.2

No. 3
DFT (ωB97M-V/def2-TZVPD) results for C20H16N3O5PdS as an isolated structure.

- charge = -1
- F_max (eV/Å) = 0.9
- Kohn-Sham gap (eV) = 7.2

Each line ends with the Löwdin charge.
Element x y z (Å)
Pd -0.51333 -0.18018 0.01066  1.02
O -1.98980 1.08372 -0.24015  -0.19
C -2.99832 1.14919 0.58150  -0.34
C -3.85220 2.27263 0.46280  -0.02
C -4.96725 2.42197 1.24612  -0.09
C -5.30875 1.45783 2.20384  -0.11
C -4.49969 0.35961 2.34007  -0.07
C -3.34372 0.16957 1.55678  -0.15
C -2.57656 -1.01731 1.83041  -0.07
N -1.45479 -1.31353 1.28770  -0.14
N -0.76149 -2.43717 1.68903  0.07
C 0.41113 -2.46932 1.13081  -0.46
O 0.85319 -1.60592 0.27159  -0.17
C 1.31590 -3.59747 1.47757  -0.15
C 2.58416 -3.65155 0.90752  -0.02
C 3.44454 -4.69380 1.21838  -0.08
C 3.04354 -5.68880 2.09806  -0.10
C 1.77730 -5.63854 2.66712  -0.09
C 0.91599 -4.59820 2.36016  -0.04
H -3.58364 3.01118 -0.28116  0.12
H -5.58980 3.29969 1.12006  0.10
H -6.18771 1.57838 2.82192  0.09
H -4.74379 -0.39951 3.07548  0.10
H -2.94290 -1.70875 2.58535  0.13
H 2.88036 -2.87199 0.21952  0.11
H 4.42930 -4.72912 0.77018  0.10
H 3.71520 -6.50314 2.33940  0.10
H 1.46064 -6.41446 3.35270  0.10
H -0.07210 -4.54555 2.79532  0.10
N 1.25569 1.57205 0.25030  0.05
C 1.46326 2.13827 -1.06747  -0.33
C 2.23837 3.27261 -1.28352  -0.04
C 2.38918 3.77332 -2.56637  -0.06
C 1.76812 3.14611 -3.64076  -0.25
C 1.00182 2.01257 -3.42869  -0.04
C 0.85998 1.51664 -2.13943  -0.05
S 1.97658 3.83891 -5.29263  0.39
O 3.42144 3.93459 -5.43888  -0.37
O 1.33711 2.87371 -6.17187  -0.37
O 1.30059 5.12459 -5.20480  -0.37
H 0.88037 2.27140 0.88000  0.09
H 2.12781 1.23164 0.63780  0.09
H 2.71864 3.76174 -0.44230  0.10
H 2.99160 4.65282 -2.75285  0.12
H 0.53505 1.53310 -4.27851  0.11
H 0.28899 0.60646 -1.95877  0.07

Cartesian forces, eV/Å:
Pd 0.5 0.4 0.6
O 0.3 0.1 0.3
C -0.2 -0.1 -0.1
C 0.0 0.0 0.0
C 0.0 0.0 0.0
C 0.0 0.0 0.0
C 0.0 0.0 0.0
C -0.1 0.1 0.0
C 0.1 0.0 0.0
N -0.1 0.1 -0.4
N -0.2 -0.1 0.2
C 0.1 -0.1 -0.2
O 0.0 0.1 0.1
C 0.1 0.0 0.0
C 0.0 0.0 0.0
C 0.0 0.0 0.0
C 0.0 0.0 0.0
C 0.0 0.0 0.0
C 0.0 0.0 0.0
H 0.0 0.0 0.0
H 0.0 0.0 0.0
H 0.0 0.0 0.0
H 0.0 0.0 0.0
H 0.0 0.0 0.0
H 0.0 0.0 0.0
H 0.0 0.0 0.0
H 0.0 0.0 0.0
H 0.0 0.0 0.0
H 0.0 0.0 0.0
N -0.4 -0.2 -0.5
C 0.1 0.1 0.0
C 0.0 0.1 0.0
C 0.0 0.0 0.1
C 0.0 0.0 -0.1
C 0.0 0.0 0.0
C 0.0 0.0 -0.1
S 0.0 0.0 0.0
O 0.0 0.0 0.0
O 0.0 0.0 0.0
O 0.0 0.0 0.0
H 0.0 0.0 0.0
H -0.1 -0.1 0.1
H 0.0 0.0 0.0
H 0.0 0.0 0.0
H 0.0 0.0 0.0
H -0.1 -0.1 -0.2

No. 4
DFT (ωB97M-V/def2-TZVPD) results for C20H17Br2MnN5O3 as an isolated structure.

- charge = +2
- relative energy (zero: lowest compared OMol25 entry of this formula, charge and spin) (eV) = 0.708
- F_max (eV/Å) = 0.1
- spin multiplicity = 4
- ⟨S²⟩ = 4.169
- Kohn-Sham gap (spin up / spin down) (eV) = 6.9 / 5.9

Each line ends with the Löwdin charge.
Element x y z (Å)
Mn 0.32981 0.27235 0.04924  0.99
C -0.70985 -1.32836 -2.76334  0.00
C -1.09919 -1.96800 -1.47577  -0.24
C -1.79543 -3.19261 -1.47888  0.05
C -2.19415 -3.78285 -0.31125  0.04
C -1.91180 -3.14204 0.91090  -0.16
C -2.28638 -3.61162 2.21771  -0.57
Br -3.18814 -5.21193 2.40239  0.99
C -1.99284 -2.87687 3.36468  -0.12
C -1.32611 -1.66906 3.28996  -0.58
Br -0.95329 -0.67030 4.80098  0.97
C -0.89938 -1.17711 2.02021  -0.33
O -0.25769 -0.08533 1.86812  -0.07
C -1.22196 -1.93992 0.84073  -0.12
N -0.81843 -1.36818 -0.32017  0.10
H -1.60585 -0.97186 -3.27753  0.11
H -0.22024 -2.05907 -3.40500  0.10
H -0.03198 -0.49194 -2.61687  0.06
H -2.00534 -3.66136 -2.43038  0.14
H -2.72503 -4.72514 -0.32365  0.11
H -2.29761 -3.25785 4.32975  0.12
N -2.72783 1.15520 0.78531  0.17
C -2.26525 1.75077 -0.35553  -0.32
C -3.11017 2.50097 -1.18517  0.02
C -2.60011 3.10330 -2.30571  -0.01
C -1.23754 2.97748 -2.60623  -0.02
C -0.46946 2.21818 -1.77519  -0.10
N -0.97197 1.57669 -0.68552  0.02
H -3.66816 1.40972 1.04750  0.12
H -2.08971 1.14598 1.56786  0.10
H -4.14894 2.61871 -0.90853  0.13
H -3.24556 3.69571 -2.94043  0.13
H -0.79518 3.46802 -3.45987  0.13
H 0.59247 2.09250 -1.94840  0.12
C 4.75600 -2.23065 -2.22915  0.03
N 4.00338 -1.17318 -1.53690  -0.02
C 4.63305 -0.11468 -0.98675  0.02
C 3.99792 0.88360 -0.30245  0.05
C 2.61160 0.74470 -0.21468  -0.42
O 1.74926 1.51627 0.37375  -0.05
N 1.97082 -0.31437 -0.77758  0.08
C 2.61658 -1.34606 -1.42728  -0.46
O 2.04497 -2.31154 -1.87141  0.11
H 5.71077 -1.82473 -2.54966  0.10
H 4.18594 -2.56026 -3.09149  0.10
H 4.91284 -3.07579 -1.56210  0.11
H 5.70705 -0.10040 -1.12094  0.15
H 4.52648 1.71432 0.13502  0.14

Cartesian forces, eV/Å:
Mn 0.0 0.1 0.0
C 0.0 0.0 0.0
C 0.0 0.0 0.0
C 0.0 0.0 0.0
C 0.0 0.0 0.0
C 0.0 0.0 0.0
C 0.0 0.0 0.0
Br 0.0 0.0 0.0
C 0.0 0.0 0.0
C 0.0 0.0 0.0
Br 0.0 0.0 0.0
C 0.0 0.0 0.0
O -0.1 0.0 0.0
C 0.0 0.0 0.0
N 0.0 0.0 0.0
H 0.0 0.0 0.0
H 0.0 0.0 0.0
H 0.0 0.0 0.0
H 0.0 0.0 0.0
H 0.0 0.0 0.0
H 0.0 0.0 0.0
N 0.0 0.0 0.0
C 0.0 0.0 0.0
C 0.0 0.0 0.0
C 0.0 0.0 0.0
C 0.0 0.0 0.0
C 0.0 0.0 0.0
N 0.1 0.0 0.0
H 0.0 0.0 0.0
H 0.0 0.0 0.0
H 0.0 0.0 0.0
H 0.0 0.0 0.0
H 0.0 0.0 0.0
H 0.0 0.0 0.0
C 0.0 0.0 0.0
N 0.0 0.0 0.0
C 0.0 0.0 0.0
C 0.0 0.0 0.0
C 0.0 0.0 0.0
O -0.1 0.0 0.0
N 0.0 0.0 0.0
C 0.0 0.0 0.0
O 0.0 0.0 0.0
H 0.0 0.0 0.0
H 0.0 0.0 0.0
H 0.0 0.0 0.0
H 0.0 0.0 0.0
H 0.0 0.0 0.0

No. 5
DFT (ωB97M-V/def2-TZVPD) results for one molecule with the formula C20H17F2NO3 at a distorted geometry.

- F_max (eV/Å) = 4.7
- SMILES = CCOC1=CC(=O)c2c(CCc3ccccc3)c(N)c(F)c(F)c2C1=O
- Kohn-Sham gap (eV) = 7.6

Each line ends with the Löwdin charge.
Element x y z (Å)
C 2.95680 -2.99438 -0.18006  -0.09
C 4.10010 -1.89095 -0.42009  -0.23
O 4.46271 -1.14166 0.78657  -0.10
C 3.50117 -0.09788 0.91182  -0.16
C 2.44224 -0.25469 1.86401  0.10
C 1.33861 0.91845 1.98865  -0.27
O 0.88431 1.25644 3.10573  0.04
C 0.94036 1.60963 0.59208  0.01
C -0.49116 2.09215 0.23216  -0.03
C -1.69393 1.90504 1.26129  -0.15
C -3.00332 1.20410 0.65729  -0.18
C -2.89078 -0.37574 0.47043  -0.16
C -2.03666 -1.33807 1.32937  -0.02
C -2.10844 -2.86829 0.99901  -0.07
C -2.98341 -3.47120 -0.13065  -0.08
C -3.80906 -2.50287 -1.02284  -0.07
C -3.74200 -0.99473 -0.70030  -0.04
C -0.67819 2.77152 -1.18028  -0.10
N -1.98848 3.31798 -1.65055  0.04
C 0.49626 2.92966 -2.20192  -0.04
F 0.29959 3.51004 -3.47607  0.01
C 1.92853 2.44251 -1.83885  -0.04
F 3.02596 2.56319 -2.73547  0.02
C 2.11013 1.78843 -0.44944  0.03
C 3.56104 1.21958 -0.02696  -0.20
O 4.64195 1.73699 -0.39804  0.09
H 1.95032 -2.43352 -0.15469  0.07
H 2.94950 -3.65503 -1.12971  0.09
H 3.07041 -3.59492 0.78151  0.08
H 5.08440 -2.33125 -0.83037  0.13
H 3.70576 -1.20329 -1.26538  0.13
H 2.34954 -1.19274 2.52631  0.14
H -1.95993 2.96377 1.64773  0.13
H -1.41082 1.30998 2.20579  0.10
H -3.38139 1.64298 -0.32341  0.08
H -3.84923 1.38314 1.42847  0.13
H -1.39009 -0.92331 2.17611  0.09
H -1.48474 -3.61450 1.61499  0.09
H -3.07161 -4.58673 -0.36343  0.09
H -4.44043 -2.89145 -1.88438  0.09
H -4.38401 -0.29311 -1.34702  0.09
H -2.51194 3.56155 -0.78661  0.07
H -2.49005 2.52316 -2.08283  0.09

Cartesian forces, eV/Å:
C -0.1 0.9 -0.7
C 0.2 -0.9 -1.3
O -2.1 1.8 -1.1
C -2.4 -0.7 2.2
C 1.3 1.3 -2.2
C 0.3 0.1 1.2
O 1.1 -1.2 -3.8
C -0.5 1.4 -2.9
C 3.1 -0.1 -1.6
C -0.2 0.5 -0.3
C -0.5 -0.8 0.7
C -0.1 -3.4 -1.2
C -2.5 -1.1 -3.1
C -1.5 1.3 -1.5
C -0.1 4.1 0.2
C 2.4 1.6 3.3
C 1.3 -2.0 1.5
C 2.3 -0.6 -0.1
N 1.4 -1.4 1.6
C 1.0 -1.1 2.1
F 0.3 -1.4 3.1
C -2.0 -0.4 2.0
F -3.1 -0.3 2.3
C -1.4 0.4 -0.4
C 1.5 0.8 -0.8
O -4.0 -2.1 1.3
H 1.4 -1.0 0.1
H 0.0 0.9 1.7
H 0.1 0.7 -1.4
H -1.6 0.5 0.9
H 0.7 -0.8 1.5
H 0.3 1.8 -1.1
H 0.3 -1.7 -0.6
H 0.0 1.0 -1.7
H 0.7 -0.6 1.4
H 1.3 -0.3 -1.2
H -1.0 -0.9 -1.4
H -1.1 1.5 -1.0
H 0.4 1.8 0.7
H 1.0 0.6 1.4
H 1.2 -1.1 1.2
H 0.4 -0.2 -0.9
H 0.3 0.7 0.1

No. 6
DFT (ωB97M-V/def2-TZVPD) results for C20H17F3N as an isolated structure at a distorted geometry.

- charge = +1
- relative energy (zero: lowest compared OMol25 entry of this formula, charge and spin) (eV) = 1.649
- F_max (eV/Å) = 3.0
- Kohn-Sham gap (eV) = 7.9

Each line ends with the Löwdin charge.
Element x y z (Å)
F -2.50433 -1.10096 4.57070  0.06
C -1.40095 -0.34183 4.23107  -0.21
C -0.98602 0.70843 5.03936  0.10
C 0.06142 1.48874 4.53041  -0.21
F 0.36478 2.63837 5.23480  0.06
C 0.74119 1.19360 3.34810  0.05
C 0.27928 0.11742 2.51948  -0.16
C 0.90002 -0.07987 1.15643  -0.01
C 1.42761 -1.43126 0.74139  -0.18
C 2.71769 -1.53040 0.14846  -0.03
C 3.17510 -2.71707 -0.42937  -0.04
C 2.39365 -3.88824 -0.38069  0.03
C 1.12644 -3.79326 0.17176  -0.22
F 0.28845 -4.89079 0.18998  0.05
C 0.63261 -2.61030 0.74377  0.05
C -0.77773 -0.68250 3.02313  0.05
H -1.53716 0.94000 5.93844  0.14
H 1.64966 1.79237 3.12453  0.14
H 1.48817 0.76026 0.80348  0.12
H 3.40076 -0.65844 0.11241  0.13
H 4.13012 -2.76934 -0.97654  0.13
H 2.71311 -4.84144 -0.79207  0.13
H -0.33691 -2.64228 1.23030  0.10
H -1.11577 -1.58326 2.49976  0.11
C -2.44004 2.68034 -4.46506  -0.06
C -1.37899 3.32665 -3.82533  -0.07
C -0.49604 2.63664 -2.98727  -0.05
C -0.69035 1.28130 -2.68111  -0.22
C 0.20675 0.57995 -1.65809  -0.12
N -0.18199 0.63058 -0.20417  0.08
C -1.72108 0.60896 -3.37719  -0.03
C -2.60112 1.31831 -4.21107  -0.07
H -3.15797 3.24230 -5.07101  0.12
H -1.22411 4.38579 -3.98946  0.11
H 0.38846 3.13501 -2.58402  0.12
H 0.10810 -0.48623 -1.87239  0.12
H 1.21057 1.00302 -1.77472  0.13
H -0.86245 1.45386 -0.11046  0.19
H -0.74912 -0.19644 -0.00194  0.12
H -1.81048 -0.47333 -3.28318  0.11
H -3.43132 0.79533 -4.68266  0.11

Cartesian forces, eV/Å:
F 1.5 1.0 -0.1
C -0.5 -0.9 -0.3
C -0.1 -0.1 -1.0
C -0.2 0.5 0.7
F 0.0 -1.6 -1.0
C 0.1 0.1 -0.4
C -0.5 0.6 0.8
C 0.9 1.0 -0.1
C -0.2 -0.6 -1.2
C 0.1 0.6 -0.2
C -0.2 -0.6 0.1
C -0.3 0.5 -0.1
C -0.9 -0.1 0.6
F 1.1 1.3 0.0
C 0.6 0.2 0.0
C 0.3 0.3 -0.3
H 0.2 0.2 0.1
H -0.9 -0.4 -0.2
H 1.3 -0.5 1.3
H -0.7 -0.5 0.0
H -0.5 0.2 0.6
H 0.1 0.2 0.0
H 0.1 -0.1 -0.4
H -0.1 0.7 0.3
C 0.2 -0.1 1.0
C 0.2 -0.1 -0.2
C -0.1 -0.1 0.2
C -0.7 0.4 -0.1
C 0.1 -0.7 -0.8
N -3.0 -0.4 0.4
C 0.1 0.5 0.4
C 0.1 -0.4 -0.2
H 0.4 -0.3 0.2
H 0.1 0.0 0.0
H -0.4 0.1 0.0
H 0.9 0.1 -0.3
H 0.0 -0.5 0.2
H 1.5 -1.1 0.8
H -0.7 0.5 -0.8
H -0.2 0.2 0.1
H 0.3 0.0 0.1